A 7-piece molecular cluster, H16NO6 overall, computed with ωB97M-V/def2-TZVPD.

Last column: Mulliken charge in e.
Positions of all 23 atoms, in Å:
N -0.243 0.612 -0.704  -0.240
H 0.068 1.321 -1.358  0.391
H -1.090 0.167 -1.088  0.372
H 0.465 -0.105 -0.528  0.265
H -0.576 0.973 0.206  0.296
H 2.708 -0.585 -0.209  0.359
H 3.811 0.516 -0.518  0.325
O 2.950 0.338 -0.091  -0.654
H 1.755 -2.701 -1.323  0.373
H 0.875 -2.972 -0.261  0.314
O 1.105 -2.194 -0.784  -0.674
H -3.422 -0.148 -2.506  0.327
H -3.453 -0.415 -1.078  0.335
O -2.899 0.091 -1.724  -0.700
H -1.441 1.256 2.705  0.339
H -1.650 2.290 1.879  0.323
O -0.926 1.628 1.955  -0.749
H 3.282 -3.780 -2.746  0.331
H 3.809 -4.116 -1.447  0.324
O 3.310 -3.414 -1.866  -0.672
H -3.441 3.285 4.041  0.311
H -2.375 4.427 3.827  0.304
O -2.620 3.523 3.615  -0.601

HOMO level ... -14.250 eV
Kohn-Sham gap ... 11.62 eV
E_LUMO ... -2.63 eV
Charge ... +1
Total energy ... -14029.551 eV
Relative energy (zero: lowest compared OMol25 entry of this formula, charge and spin) ... 1.4205 eV

***

A 2-piece molecular cluster, C41H43N3O4 overall, computed with ωB97M-V/def2-TZVPD.

Last column: Mulliken charge in e.
Positions of all 91 atoms, in Å:
C -4.806 5.108 -0.710  -0.849
C -5.760 5.575 0.385  -0.771
N -5.524 4.861 1.654  -0.019
C -6.702 4.670 2.516  -0.757
C -6.325 4.689 3.994  -0.806
C -5.172 3.710 4.275  -0.928
C -4.030 3.859 3.307  0.358
C -4.254 4.420 2.027  0.493
C -3.174 4.556 1.130  -0.262
C -1.924 4.152 1.513  -0.736
C -1.667 3.617 2.789  0.866
C -0.329 3.337 3.188  -0.112
C 0.727 3.360 2.295  -0.061
C 2.058 3.440 2.644  -0.244
C 3.115 3.595 1.706  0.868
C 2.889 3.553 0.315  -0.651
C 3.902 3.742 -0.590  0.081
C 5.214 3.998 -0.130  0.353
N 6.252 4.191 -1.041  -0.026
C 6.021 4.219 -2.496  -0.753
C 4.846 3.333 -2.898  -0.855
C 3.605 3.678 -2.064  -0.873
C 7.649 4.363 -0.608  -0.755
C 7.731 5.069 0.740  -0.827
C 6.843 4.363 1.777  -0.977
C 5.461 4.058 1.262  0.369
C 4.428 3.850 2.146  -0.984
C -2.758 3.475 3.670  -1.239
C -3.356 5.187 -0.222  -0.913
H -5.042 4.069 -0.973  0.323
H -4.946 5.696 -1.629  0.376
H -5.626 6.645 0.575  0.264
H -6.804 5.432 0.085  0.545
H -7.443 5.445 2.286  0.527
H -7.153 3.709 2.249  0.268
H -6.019 5.705 4.275  0.315
H -7.200 4.454 4.617  0.378
H -4.801 3.845 5.299  0.409
H -5.548 2.681 4.222  0.310
H -1.118 4.308 0.821  0.602
H -0.118 3.207 4.235  0.431
H 0.486 3.367 1.249  0.046
H 2.302 3.481 3.691  0.460
H 1.904 3.360 -0.067  0.487
H 5.831 5.257 -2.784  0.262
H 6.938 3.909 -3.008  0.545
H 4.635 3.426 -3.973  0.381
H 5.112 2.282 -2.729  0.330
H 2.807 2.945 -2.243  0.415
H 3.199 4.645 -2.385  0.306
H 8.101 3.369 -0.545  0.270
H 8.198 4.914 -1.379  0.519
H 8.773 5.120 1.085  0.377
H 7.402 6.109 0.623  0.316
H 7.319 3.423 2.085  0.311
H 6.763 4.974 2.686  0.420
H 4.621 3.907 3.203  0.483
H -2.589 3.064 4.650  0.553
H -2.680 4.710 -0.945  0.429
H -3.040 6.236 -0.166  0.308
C 0.604 -1.732 5.711  -1.495
C 0.611 -0.233 5.387  1.579
C -0.428 0.510 6.238  -1.597
O 1.920 0.288 5.722  -0.356
C 2.921 -0.083 4.853  0.432
O 4.114 -0.076 5.159  -0.789
C 2.565 -0.505 3.540  1.436
C 3.615 -1.018 2.625  -2.398
C 3.901 -2.465 2.878  0.445
C 3.178 -3.450 2.225  -0.219
C 3.437 -4.780 2.462  -0.912
C 4.417 -5.157 3.370  0.507
C 4.696 -6.512 3.597  0.117
N 4.921 -7.635 3.788  -0.578
C 5.108 -4.169 4.058  -0.939
C 4.842 -2.839 3.823  -0.192
C 1.211 -0.461 3.100  0.400
O 0.968 -0.780 1.938  -0.806
O 0.239 -0.078 3.997  -0.316
H 1.344 -2.246 5.100  0.227
H 0.856 -1.897 6.757  0.393
H -0.371 -2.163 5.498  0.367
H -0.409 1.573 6.008  0.257
H -1.429 0.135 6.031  0.340
H -0.214 0.388 7.298  0.432
H 3.294 -0.881 1.584  0.465
H 4.533 -0.430 2.757  0.429
H 2.389 -3.158 1.551  0.468
H 2.882 -5.541 1.942  0.438
H 5.856 -4.452 4.777  0.440
H 5.332 -2.073 4.402  0.470

HOMO level ... -5.939 eV
Kohn-Sham gap ... 3.76 eV
E_LUMO ... -2.18 eV
Total energy ... -55874.778 eV

***

C36H32BrN5O5RuS as an isolated structure, computed with ωB97M-V/def2-TZVPD.

Last column: Löwdin spin population.
Positions of all 81 atoms, in Å:
Ru 0.867 0.576 2.062  0.973
O 3.565 0.156 -1.219  -0.002
C 2.650 0.633 -0.574  0.000
O 2.204 0.209 0.533  0.002
C 2.016 1.856 -1.256  -0.001
C 2.871 2.698 -1.979  0.000
C 2.374 3.780 -2.639  -0.001
C 0.984 4.040 -2.643  0.000
C 0.418 5.142 -3.319  0.000
C -0.933 5.344 -3.306  0.000
C -1.769 4.445 -2.620  0.000
C -1.253 3.365 -1.952  0.000
C 0.133 3.157 -1.955  0.000
N 0.700 2.082 -1.284  -0.001
H 3.920 2.448 -1.981  0.000
H 3.036 4.450 -3.173  0.000
H 1.075 5.820 -3.847  0.000
H -1.363 6.190 -3.825  0.000
H -2.839 4.607 -2.617  0.000
H -1.897 2.683 -1.422  0.000
C -1.495 0.586 4.766  0.000
O -0.485 -0.088 4.009  0.002
C -0.789 -1.402 3.697  0.001
C -1.977 -2.034 4.005  0.000
C -2.187 -3.336 3.552  0.001
Br -3.813 -4.193 3.983  0.000
C -1.259 -3.988 2.773  0.000
C -0.059 -3.348 2.457  0.002
C 0.185 -2.078 2.960  0.001
O 1.341 -1.411 2.701  0.013
C 0.921 -3.884 1.514  0.000
N 2.000 -3.205 1.183  0.000
C 2.617 -3.918 0.171  0.000
C 3.756 -3.619 -0.575  0.000
C 4.123 -4.524 -1.549  0.000
C 3.384 -5.696 -1.783  0.000
C 2.247 -5.996 -1.060  0.000
C 1.877 -5.079 -0.083  0.000
N 0.806 -5.031 0.796  0.000
H -1.712 0.027 5.676  0.000
H -2.401 0.713 4.174  0.000
H -1.082 1.553 5.033  0.000
H -2.753 -1.547 4.573  0.000
H -1.477 -4.979 2.401  0.000
H 1.881 -1.980 2.022  0.001
H 4.304 -2.702 -0.403  0.000
H 5.000 -4.329 -2.152  0.000
H 3.714 -6.379 -2.555  0.000
H 1.676 -6.896 -1.247  0.000
H 0.067 -5.708 0.868  0.000
C -4.000 2.180 0.374  0.000
C -2.767 1.344 0.700  -0.001
N -1.658 2.148 1.203  -0.020
C -1.944 2.962 2.382  -0.001
C -2.105 4.441 2.058  -0.001
C -0.325 1.877 0.906  -0.021
S 0.946 2.855 1.553  0.001
N -0.153 1.340 -0.473  -0.001
C -0.200 -0.052 -0.591  0.010
O -0.556 -0.677 0.396  0.039
C 0.156 -0.695 -1.871  0.001
C 0.874 -1.884 -1.793  0.002
C 1.257 -2.534 -2.952  0.000
C 0.902 -2.009 -4.187  0.002
C 0.168 -0.832 -4.267  0.000
C -0.198 -0.164 -3.110  0.001
H -4.763 1.541 -0.070  0.000
H -3.763 2.978 -0.331  0.000
H -4.432 2.638 1.263  0.000
H -2.454 0.814 -0.194  0.000
H -3.034 0.569 1.431  -0.001
H -1.138 2.838 3.105  0.000
H -2.858 2.580 2.839  0.000
H -1.193 4.833 1.608  0.000
H -2.303 5.008 2.969  0.000
H -2.931 4.603 1.366  0.000
H 1.159 -2.262 -0.820  0.000
H 1.844 -3.442 -2.888  0.000
H 1.199 -2.518 -5.095  0.000
H -0.119 -0.435 -5.232  0.000
H -0.780 0.747 -3.173  0.000

HOMO level (spin up / spin down) ... -10.455 / -10.233 eV
Kohn-Sham gap (spin up / spin down) ... 6.69 / 6.47 eV
<S²> ... 0.76
E_LUMO (spin up / spin down) ... -3.77 / -3.76 eV
Charge ... +1
Multiplicity ... 2
Total energy ... -138993.674 eV
Relative energy (zero: lowest compared OMol25 entry of this formula, charge and spin) ... 3.9371 eV